Entry 1:
This record from the Open Molecules 2025 dataset describes a molecular structure, C40H38AsCeF3N8O7S2Si at a distorted geometry. The level of theory is wB97M-V/def2-TZVPD.

For the frontier orbital gap, the calculation gives 6.3 eV. As for the HOMO energy: -7.36 eV. The LUMO energy comes out at -1.09 eV.

Structure (ORCA input):
```
! wB97M-V def2-TZVPD RIJCOSX def2/J DEFGRID3
* xyz 0 1
Ce 0.04 -0.22 -0.33
C -2.47 0.94 2.74
C -3.03 0.10 1.62
C -4.20 -0.59 1.79
C -4.73 -1.30 0.70
C -4.07 -1.30 -0.50
C -2.84 -0.60 -0.62
N -2.36 0.10 0.44
N -2.04 -0.59 -1.72
Si -2.56 -1.17 -3.27
C -1.30 -0.74 -4.58
C -4.19 -0.37 -3.72
C -2.76 -3.03 -3.39
H -3.15 1.77 2.95
H -1.49 1.34 2.48
H -2.39 0.35 3.65
H -4.71 -0.57 2.74
H -5.66 -1.85 0.80
H -4.45 -1.86 -1.35
H -1.30 0.33 -4.81
H -1.54 -1.28 -5.50
H -0.29 -1.02 -4.27
H -4.60 0.21 -2.88
H -4.95 -1.11 -4.01
H -4.06 0.32 -4.56
H -1.79 -3.54 -3.31
H -3.18 -3.29 -4.37
H -3.41 -3.45 -2.62
O 0.27 -0.18 1.93
C 0.38 -0.98 2.95
C 1.49 -0.59 3.88
C 1.83 -1.64 4.98
C 0.73 -2.60 5.31
C -0.22 -2.85 4.40
C -0.29 -2.14 3.11
C -0.91 -2.77 1.97
N -0.88 -2.35 0.71
C -1.46 -3.35 -0.06
C -1.84 -4.37 0.72
N -1.50 -3.99 2.01
H 1.39 0.45 4.17
H 2.21 -1.16 5.88
H 0.72 -3.10 6.27
H -1.00 -3.56 4.65
H -1.53 -3.25 -1.13
H -2.30 -5.32 0.51
H -1.59 -4.55 2.84
O 4.07 -0.13 -0.68
As 3.01 0.37 0.60
O 3.81 1.44 1.54
O 1.68 1.14 -0.14
C 2.72 -1.24 1.68
C 2.85 -0.95 3.15
C 3.02 -2.17 4.09
C 2.78 -3.50 3.45
C 2.49 -3.65 2.17
C 2.47 -2.49 1.26
S 2.22 -2.88 -0.46
O 1.48 -4.10 -0.55
O 3.53 -2.86 -1.07
O 1.41 -1.70 -0.99
H 4.02 -1.07 -0.91
H 3.59 -0.17 3.29
H 3.97 -2.20 4.63
H 2.83 -4.38 4.09
H 2.29 -4.62 1.73
N 1.22 2.40 -4.10
C 2.24 1.51 -4.40
C 3.28 1.56 -5.32
C 4.11 0.46 -5.38
C 3.90 -0.65 -4.55
C 2.86 -0.69 -3.64
C 2.02 0.42 -3.55
N 0.90 0.66 -2.76
C 0.47 1.84 -3.12
C -0.74 2.46 -2.60
C -1.56 3.32 -3.25
S -2.91 3.67 -2.26
C -2.28 2.65 -1.05
N -1.16 2.08 -1.35
H 1.11 3.33 -4.47
H 3.42 2.42 -5.96
H 4.93 0.45 -6.08
H 4.57 -1.50 -4.62
H 2.72 -1.56 -3.01
H -1.47 3.73 -4.24
H -2.81 2.48 -0.12
F 0.34 8.11 2.11
C 1.22 7.19 2.52
F 2.40 7.48 1.95
F 1.37 7.36 3.85
C 0.77 5.79 2.20
C -0.57 5.51 1.98
C -0.91 4.19 1.72
N -0.04 3.19 1.67
C 1.25 3.48 1.89
C 1.70 4.76 2.16
H -1.31 6.29 2.01
H -1.96 3.94 1.56
H 1.96 2.66 1.84
H 2.75 4.94 2.32
*
```

Atomic partial charges in e from the Mulliken method, atoms 1 to 8: number 1, Ce, carries 0.53; number 2, C, carries -1.11; number 3, C, carries 0.52; number 4, C, carries -1.11; number 5, C, carries -0.96; number 6, C, carries -1.03; number 7, C, carries 0.27; number 8, N, carries 1.29

Entry 2:
This record from the Open Molecules 2025 dataset describes a molecular structure, C40H38ClCsN12O6 at a distorted geometry. The level of theory is wB97M-V/def2-TZVPD.

For the frontier orbital gap, the calculation gives 8.6 eV. As for the HOMO energy: -8.72 eV. The LUMO energy comes out at -0.12 eV.

Structure (ORCA input):
```
! wB97M-V def2-TZVPD RIJCOSX def2/J DEFGRID3
* xyz 0 1
Cs -1.12 1.77 1.52
C -0.57 3.57 4.40
C 0.88 3.22 4.52
C 1.78 4.13 5.06
C 3.13 3.81 5.08
C 3.52 2.58 4.57
C 2.55 1.70 4.09
N 1.26 2.03 4.06
C 2.96 0.35 3.59
C 4.18 -0.19 4.00
C 4.58 -1.40 3.47
C 3.74 -2.06 2.60
C 2.49 -1.50 2.31
N 2.14 -0.30 2.78
C 1.50 -2.26 1.50
C 1.60 -3.64 1.36
C 0.66 -4.31 0.59
C -0.36 -3.58 0.01
C -0.41 -2.21 0.23
C -1.54 -1.38 -0.30
N 0.51 -1.57 0.94
H -0.78 4.54 4.86
H -1.21 2.81 4.83
H -0.82 3.65 3.34
H 1.43 5.08 5.44
H 3.86 4.50 5.47
H 4.57 2.32 4.55
H 4.81 0.31 4.73
H 5.54 -1.83 3.74
H 4.04 -3.00 2.15
H 2.38 -4.20 1.86
H 0.72 -5.38 0.46
H -1.13 -4.07 -0.58
H -2.28 -1.99 -0.82
H -1.17 -0.61 -0.98
H -2.02 -0.87 0.53
C 2.38 0.85 -3.82
N 1.37 1.33 -2.91
C 1.05 0.88 -1.69
N 0.01 1.55 -1.23
C -0.27 2.42 -2.23
N 0.52 2.31 -3.28
C 2.14 -0.55 -4.36
C 3.15 -1.12 -5.13
C 3.01 -2.40 -5.65
C 1.86 -3.13 -5.38
C 0.85 -2.57 -4.60
C 0.99 -1.28 -4.10
C -0.32 -3.39 -4.31
N -0.47 -4.64 -4.61
N -1.69 -5.02 -4.14
C -2.22 -3.98 -3.58
O -1.40 -2.90 -3.66
C -3.52 -3.90 -2.92
C -4.22 -5.07 -2.68
C -5.44 -5.01 -2.02
C -5.94 -3.79 -1.59
C -5.24 -2.61 -1.83
C -5.83 -1.32 -1.31
N -4.95 -0.18 -1.38
C -4.35 0.47 -0.36
N -3.63 1.46 -0.83
C -3.82 1.38 -2.17
N -4.61 0.40 -2.55
C -4.03 -2.67 -2.51
H 3.35 0.88 -3.32
H 2.41 1.56 -4.65
H 1.56 0.08 -1.18
H -1.07 3.14 -2.18
H 4.05 -0.55 -5.33
H 3.79 -2.83 -6.25
H 1.74 -4.14 -5.76
H 0.19 -0.85 -3.50
H -3.81 -6.01 -3.01
H -5.99 -5.92 -1.83
H -6.88 -3.75 -1.06
H -6.11 -1.44 -0.27
H -6.74 -1.08 -1.88
H -4.48 0.19 0.68
H -3.37 2.05 -2.88
H -3.49 -1.76 -2.73
O -4.98 0.68 3.18
Cl -3.59 1.00 3.24
O -3.11 1.01 4.58
O -2.84 0.02 2.47
O -3.36 2.29 2.65
C 4.35 4.59 1.70
N 2.90 4.68 1.64
C 2.26 5.91 2.08
C 2.17 3.71 1.07
O 0.96 3.73 0.91
H 4.74 5.45 2.23
H 4.79 4.58 0.70
H 4.66 3.69 2.23
H 2.45 6.72 1.37
H 2.63 6.21 3.06
H 1.19 5.74 2.13
H 2.79 2.85 0.75
*
```

Atomic partial charges in e from the Mulliken method, atoms 1 to 8: number 1, Cs, carries 1.31; number 2, C, carries -1.04; number 3, C, carries 0.98; number 4, C, carries -0.67; number 5, C, carries -0.75; number 6, C, carries -0.85; number 7, C, carries 1.04; number 8, N, carries -0.15

Entry 3:
This record from the Open Molecules 2025 dataset describes a molecular structure, C40H38GeI2IrN4SSi at a distorted geometry. The level of theory is wB97M-V/def2-TZVPD.

For the frontier orbital gap (spin up / spin down), the calculation gives 4.1 / 4.1 eV. As for the HOMO energy (spin up / spin down): -2.69 / -2.68 eV. The LUMO energy (spin up / spin down) comes out at 1.45 / 1.45 eV.

Structure (ORCA input):
```
! wB97M-V def2-TZVPD RIJCOSX def2/J DEFGRID3
* xyz -1 1
Ir 0.14 1.44 -0.19
N 4.10 1.66 1.52
C 5.06 1.88 0.52
C 6.31 2.37 0.86
C 7.27 2.59 -0.12
C 6.96 2.35 -1.45
C 5.70 1.90 -1.79
C 4.75 1.64 -0.82
S 3.17 0.98 -1.29
N 2.25 1.46 0.06
C 2.75 1.71 1.22
C 1.78 2.15 2.25
C 2.12 2.42 3.57
C 1.14 2.93 4.41
C -0.13 3.17 3.90
C -0.40 2.86 2.58
N 0.53 2.34 1.78
H 4.36 1.99 2.44
H 6.54 2.57 1.90
H 8.25 2.95 0.16
H 7.70 2.53 -2.22
H 5.44 1.74 -2.83
H 3.11 2.23 3.96
H 1.37 3.14 5.45
H -0.91 3.59 4.52
H -1.37 3.03 2.14
I 0.70 4.08 -1.02
I -0.59 7.04 -0.94
C 0.23 -0.21 -0.76
Ge -0.15 -2.08 -0.69
C -1.94 -2.51 -0.02
C -3.03 -2.06 -0.75
C -4.33 -2.25 -0.30
C -4.55 -2.90 0.91
C -3.48 -3.35 1.65
C -2.18 -3.16 1.19
C 0.03 -2.78 -2.51
C 1.10 -2.35 -3.29
C 1.29 -2.83 -4.58
C 0.40 -3.75 -5.11
C -0.68 -4.18 -4.35
C -0.86 -3.70 -3.06
C 1.22 -2.94 0.43
C 2.41 -2.26 0.69
C 3.41 -2.83 1.46
C 3.25 -4.10 1.98
C 2.08 -4.80 1.72
C 1.08 -4.22 0.96
H -2.87 -1.53 -1.68
H -5.16 -1.87 -0.87
H -5.56 -3.04 1.27
H -3.64 -3.84 2.60
H -1.36 -3.48 1.82
H 1.79 -1.62 -2.89
H 2.13 -2.49 -5.17
H 0.54 -4.13 -6.11
H -1.38 -4.90 -4.76
H -1.71 -4.04 -2.48
H 2.55 -1.27 0.29
H 4.32 -2.28 1.65
H 4.02 -4.55 2.59
H 1.94 -5.80 2.12
H 0.18 -4.80 0.75
C -1.85 1.09 -3.17
Si -2.68 1.94 -1.71
C -2.78 3.77 -2.09
C -4.45 1.27 -1.71
N -1.89 1.57 -0.19
C -2.59 1.24 0.94
C -2.14 0.26 1.85
C -2.85 -0.03 3.01
C -4.03 0.64 3.32
C -4.47 1.62 2.45
C -3.77 1.92 1.30
H -2.24 1.52 -4.10
H -2.05 0.02 -3.18
H -0.77 1.23 -3.16
H -3.71 3.99 -2.63
H -1.95 4.11 -2.71
H -2.76 4.39 -1.19
H -4.74 1.14 -2.75
H -5.18 1.93 -1.24
H -4.53 0.30 -1.22
H -1.23 -0.27 1.63
H -2.47 -0.80 3.67
H -4.58 0.40 4.22
H -5.38 2.18 2.67
H -4.11 2.73 0.67
*
```

Atomic partial charges in e from the Mulliken method, atoms 1 to 8: number 1, Ir, carries -0.14; number 2, N, carries -0.13; number 3, C, carries -0.01; number 4, C, carries -0.75; number 5, C, carries -0.56; number 6, C, carries -0.73; number 7, C, carries -0.68; number 8, C, carries 0.99

Computed values of energy above the lowest of the compared OMol25 structures with the same formula, charge and spin (unit: kcal/mol) for the preceding records, in sequence: 32.08, 18.70, 38.60.